Density functional theory data (ωB97M-V/def2-TZVPD) for a cluster of 11 separate species, C78H181N11O18 in total in a non-equilibrium geometry.

Output
DFT total energy ... -137040.3971 eV
Total charge ... +1
Frontier orbital gap (alpha / beta) ... 6.556 / 2.596 eV
Maximum force ... 3.619 eV Å⁻¹
Multiplicity ... 2

Each line ends with the Löwdin charge.
Geometry (Å):
C -6.001 -29.430 -7.536  0.017
C -5.857 -29.391 -9.087  -0.430
C -7.246 -29.115 -9.724  -0.113
C -7.798 -27.691 -9.486  -0.197
C -6.850 -26.668 -9.928  -0.124
C -5.331 -26.871 -9.407  -0.365
N -4.920 -28.335 -9.578  0.129
O -3.514 -28.630 -9.508  0.107
C -4.435 -26.039 -10.362  -0.004
C -5.318 -26.387 -7.957  0.003
C -5.437 -30.791 -9.610  -0.020
H -6.784 -28.758 -7.183  0.076
H -5.053 -29.202 -7.049  0.098
H -6.388 -30.417 -7.283  0.106
H -7.346 -29.386 -10.775  0.133
H -7.993 -29.698 -9.185  0.131
H -7.975 -27.507 -8.427  0.098
H -8.754 -27.634 -10.007  0.135
H -7.239 -25.805 -9.388  0.112
H -7.059 -26.440 -10.973  0.130
H -3.457 -26.036 -9.883  0.087
H -4.388 -26.444 -11.373  0.095
H -4.838 -25.032 -10.467  0.070
H -4.314 -26.532 -7.558  0.072
H -5.591 -25.333 -7.916  0.086
H -5.948 -26.841 -7.192  0.079
H -5.050 -30.794 -10.629  0.090
H -6.333 -31.401 -9.726  0.096
H -4.725 -31.323 -8.980  0.095
H -3.295 -28.775 -10.432  0.137
C -8.314 -16.529 -4.473  -0.017
C -7.806 -16.006 -5.859  -0.470
C -7.343 -17.281 -6.698  -0.091
C -8.403 -18.151 -7.467  -0.189
C -9.131 -17.233 -8.358  -0.154
C -9.826 -16.079 -7.538  -0.449
N -8.881 -15.343 -6.643  -0.117
O -9.476 -14.263 -6.009  -0.007
C -10.401 -15.134 -8.648  -0.041
C -11.093 -16.494 -6.796  -0.037
C -6.621 -15.068 -5.690  -0.034
H -8.978 -15.811 -3.991  0.074
H -7.452 -16.830 -3.877  0.083
H -8.983 -17.364 -4.683  0.065
H -6.618 -16.993 -7.460  0.090
H -6.814 -17.935 -6.005  0.107
H -9.106 -18.773 -6.913  0.099
H -7.774 -18.739 -8.135  0.086
H -9.791 -17.718 -9.077  0.120
H -8.447 -16.808 -9.093  0.105
H -10.751 -14.215 -8.177  0.076
H -9.709 -14.760 -9.403  0.067
H -11.218 -15.587 -9.209  0.085
H -11.821 -15.704 -6.609  0.090
H -11.529 -17.247 -7.452  0.087
H -10.800 -17.052 -5.907  0.071
H -6.102 -14.887 -6.631  0.069
H -5.926 -15.477 -4.956  0.083
H -6.968 -14.096 -5.339  0.080
H -10.028 -14.648 -5.325  0.079
C -8.460 -21.327 -5.779  -0.035
C -8.596 -22.328 -6.945  -0.460
C -7.368 -23.308 -6.898  -0.105
C -7.457 -24.330 -5.699  -0.152
C -8.767 -25.142 -5.865  -0.152
C -9.994 -24.228 -5.856  -0.499
N -9.825 -23.146 -6.814  -0.076
O -11.019 -22.283 -6.862  -0.010
C -11.105 -25.196 -6.389  -0.031
C -10.240 -23.792 -4.373  -0.017
C -8.638 -21.465 -8.236  -0.029
H -7.653 -20.599 -5.862  0.079
H -8.351 -21.840 -4.824  0.064
H -9.365 -20.743 -5.614  0.081
H -7.276 -23.858 -7.835  0.089
H -6.473 -22.724 -6.684  0.110
H -7.288 -23.763 -4.783  0.101
H -6.612 -25.018 -5.677  0.085
H -8.897 -25.837 -5.036  0.118
H -8.715 -25.740 -6.775  0.100
H -11.100 -25.318 -7.472  0.081
H -10.912 -26.188 -5.982  0.073
H -12.089 -24.873 -6.049  0.081
H -11.022 -23.045 -4.236  0.088
H -10.594 -24.636 -3.781  0.079
H -9.318 -23.593 -3.827  0.068
H -9.515 -20.851 -8.443  0.086
H -8.627 -22.109 -9.115  0.070
H -7.709 -20.899 -8.296  0.053
H -11.205 -22.327 -7.803  0.092
C -3.090 -19.692 -13.075  -0.013
C -3.095 -19.634 -11.525  -0.423
C -4.305 -18.713 -11.240  -0.139
C -4.619 -18.746 -9.715  -0.129
C -4.941 -20.213 -9.190  -0.104
C -3.705 -21.129 -9.451  -0.450
N -3.360 -21.018 -10.904  -0.108
O -2.413 -21.933 -11.221  -0.020
C -2.529 -20.763 -8.451  -0.006
C -4.118 -22.556 -9.164  -0.046
C -1.792 -18.870 -11.091  -0.016
H -2.065 -19.952 -13.343  0.065
H -3.499 -18.815 -13.577  0.081
H -3.703 -20.568 -13.286  0.069
H -4.128 -17.680 -11.537  0.109
H -5.075 -18.900 -11.988  0.091
H -5.469 -18.121 -9.440  0.074
H -3.817 -18.314 -9.117  0.098
H -5.918 -20.545 -9.538  0.083
H -5.126 -20.133 -8.118  0.110
H -1.611 -21.247 -8.783  0.069
H -2.229 -19.718 -8.531  0.063
H -2.559 -21.163 -7.438  0.070
H -3.321 -23.259 -9.406  0.073
H -4.291 -22.672 -8.094  0.081
H -4.994 -22.834 -9.750  0.075
H -1.834 -18.329 -10.145  0.069
H -1.384 -18.307 -11.930  0.060
H -1.103 -19.711 -11.006  0.074
H -2.877 -22.454 -11.880  0.050
C -3.821 -27.030 -2.320  -0.069
O -3.271 -26.712 -3.614  -0.252
C -2.324 -27.651 -4.165  -0.175
C -1.824 -27.038 -5.533  -0.177
N -1.316 -25.641 -5.421  -0.033
C -1.670 -24.928 -6.636  -0.240
C -0.869 -23.689 -6.854  -0.200
O -1.301 -22.598 -5.993  -0.221
C -0.323 -21.580 -5.747  -0.095
H -3.938 -28.110 -2.412  0.079
H -4.773 -26.542 -2.110  0.086
H -3.056 -26.714 -1.612  0.091
H -2.932 -28.535 -4.361  0.107
H -1.530 -27.865 -3.450  0.122
H -2.675 -27.046 -6.214  0.067
H -1.113 -27.691 -6.039  0.113
H -1.834 -25.218 -4.665  0.099
H -2.734 -24.715 -6.538  0.113
H -1.694 -25.503 -7.561  0.114
H -1.038 -23.316 -7.864  0.101
H 0.206 -23.872 -6.842  0.127
H -0.610 -20.880 -4.962  0.092
H -0.025 -21.135 -6.696  0.082
H 0.558 -22.092 -5.359  0.082
C 9.379 -14.302 -14.696  -0.104
O 8.027 -14.413 -15.203  -0.208
C 7.091 -13.607 -14.430  -0.211
C 5.649 -13.823 -14.891  -0.226
N 5.327 -15.224 -14.706  -0.072
C 3.876 -15.524 -14.884  -0.168
C 3.570 -16.948 -14.307  -0.192
O 2.131 -17.022 -14.248  -0.208
C 1.809 -18.348 -13.844  -0.111
H 9.982 -14.985 -15.294  0.084
H 9.514 -14.592 -13.655  0.080
H 9.782 -13.293 -14.782  0.081
H 7.379 -12.556 -14.449  0.114
H 7.266 -13.941 -13.407  0.114
H 5.487 -13.491 -15.917  0.117
H 5.107 -13.163 -14.215  0.118
H 5.993 -15.719 -15.282  0.108
H 3.684 -15.410 -15.951  0.111
H 3.201 -14.823 -14.394  0.113
H 4.032 -17.053 -13.326  0.121
H 3.917 -17.683 -15.034  0.110
H 0.722 -18.434 -13.817  0.073
H 2.128 -18.472 -12.809  0.098
H 2.131 -19.083 -14.580  0.060
C -8.918 -18.741 -12.581  -0.072
O -9.239 -20.167 -12.728  -0.176
C -8.133 -20.886 -13.240  -0.224
C -7.065 -21.170 -12.184  -0.226
N -5.923 -21.831 -12.743  -0.026
C -6.182 -23.264 -13.006  -0.178
C -5.024 -23.967 -13.713  -0.212
O -3.890 -23.751 -12.894  -0.223
C -2.664 -24.132 -13.526  -0.085
H -9.703 -18.186 -12.067  0.085
H -8.613 -18.199 -13.476  0.075
H -8.047 -18.606 -11.940  0.057
H -7.674 -20.407 -14.104  0.126
H -8.656 -21.758 -13.634  0.116
H -7.523 -21.661 -11.326  0.107
H -6.702 -20.211 -11.814  0.086
H -5.130 -21.661 -12.141  0.063
H -7.089 -23.416 -13.592  0.118
H -6.301 -23.790 -12.059  0.094
H -5.008 -23.619 -14.746  0.127
H -5.286 -25.022 -13.795  0.116
H -2.452 -23.385 -14.291  0.088
H -2.698 -25.167 -13.866  0.088
H -1.815 -24.061 -12.846  0.091
C -6.148 -15.442 -10.571  -0.137
O -7.193 -14.578 -10.953  -0.183
C -7.030 -13.195 -10.544  -0.184
C -6.751 -12.915 -9.098  -0.258
N -6.715 -11.478 -8.951  -0.073
C -6.071 -11.195 -7.684  -0.193
C -6.221 -9.678 -7.219  -0.170
O -7.587 -9.431 -6.787  -0.202
C -7.666 -8.162 -6.179  -0.130
H -5.111 -15.119 -10.665  0.095
H -6.265 -16.437 -11.000  0.063
H -6.262 -15.643 -9.506  0.061
H -7.942 -12.696 -10.873  0.127
H -6.199 -12.720 -11.065  0.122
H -5.799 -13.327 -8.762  0.111
H -7.529 -13.194 -8.387  0.120
H -7.712 -11.320 -8.959  0.114
H -5.022 -11.420 -7.879  0.115
H -6.367 -11.874 -6.884  0.106
H -5.928 -8.960 -7.985  0.118
H -5.555 -9.636 -6.357  0.108
H -7.540 -7.415 -6.963  0.082
H -6.930 -8.021 -5.388  0.087
H -8.704 -7.990 -5.895  0.088
C -0.824 -15.495 -12.015  -0.095
O -1.544 -15.937 -13.181  -0.187
C -1.811 -14.829 -14.027  -0.226
C -1.566 -15.202 -15.492  -0.175
N -2.558 -16.221 -15.810  -0.065
C -3.856 -15.715 -16.307  -0.207
C -5.005 -16.740 -16.419  -0.209
O -5.338 -17.320 -15.185  -0.190
C -6.112 -16.507 -14.377  -0.119
H -0.988 -16.183 -11.186  0.065
H -1.104 -14.518 -11.619  0.084
H 0.253 -15.409 -12.156  0.087
H -1.187 -13.960 -13.817  0.116
H -2.842 -14.499 -13.891  0.116
H -0.637 -15.764 -15.591  0.113
H -1.572 -14.419 -16.250  0.124
H -2.692 -16.822 -15.009  0.081
H -3.678 -15.477 -17.356  0.112
H -4.166 -14.778 -15.845  0.104
H -4.579 -17.473 -17.104  0.119
H -5.872 -16.286 -16.900  0.121
H -6.965 -16.085 -14.909  0.096
H -5.544 -15.662 -13.988  0.085
H -6.425 -17.142 -13.549  0.070
C 6.543 -20.791 -20.508  -0.099
O 6.407 -20.683 -19.093  -0.192
C 5.177 -21.130 -18.645  -0.245
C 5.193 -21.121 -17.067  -0.170
N 4.072 -21.910 -16.484  -0.061
C 2.786 -21.237 -16.590  -0.198
C 1.762 -22.079 -15.782  -0.170
O 1.769 -21.604 -14.416  -0.221
C 0.502 -21.517 -13.820  -0.107
H 7.293 -20.134 -20.949  0.086
H 5.612 -20.359 -20.877  0.079
H 6.682 -21.789 -20.923  0.087
H 5.130 -22.168 -18.973  0.122
H 4.325 -20.523 -18.951  0.114
H 5.165 -20.080 -16.744  0.102
H 6.151 -21.490 -16.702  0.115
H 4.282 -22.030 -15.503  0.104
H 2.410 -21.253 -17.613  0.116
H 2.772 -20.224 -16.189  0.098
H 1.988 -23.145 -15.822  0.116
H 0.747 -21.937 -16.153  0.093
H -0.040 -20.738 -14.355  0.059
H 0.616 -21.116 -12.812  0.092
H 0.047 -22.499 -13.941  0.083
C 0.501 -26.123 -15.540  -0.067
O -0.586 -25.123 -15.719  -0.193
C -1.306 -25.410 -16.865  -0.254
C -2.658 -24.663 -16.996  -0.178
N -2.673 -23.244 -17.325  -0.067
C -2.051 -22.720 -18.506  -0.213
C -1.927 -21.181 -18.459  -0.206
O -1.165 -20.946 -17.298  -0.227
C -1.219 -19.574 -16.819  -0.071
H 1.047 -25.926 -14.617  0.078
H 1.257 -26.108 -16.325  0.087
H 0.235 -27.161 -15.340  0.078
H -1.674 -26.435 -16.832  0.114
H -0.644 -25.268 -17.719  0.117
H -3.112 -24.710 -16.006  0.074
H -3.388 -25.164 -17.631  0.117
H -2.437 -22.622 -16.565  0.092
H -2.628 -22.944 -19.403  0.119
H -1.041 -23.128 -18.539  0.108
H -2.955 -20.828 -18.373  0.125
H -1.344 -20.801 -19.298  0.128
H -0.250 -19.307 -16.396  0.077
H -1.993 -19.281 -16.110  0.070
H -1.412 -18.858 -17.618  0.081